Model 1:
Formula: C3H8N2OS
Source: OMol25
Level of theory: wB97M-V/def2-TZVPD

Each atom is followed by the atoms it is bonded to, with distances in Å.
Positions of all 15 atoms, in Å:
1 C -1.075 0.413 0.126  C2 1.625, C3 1.566, H8 1.026, H9 1.095
2 C -0.793 -0.858 1.100  C1 1.625, O6 1.409, H10 1.193, H11 1.109
3 C 0.032 0.254 -0.971  C1 1.566, S7 1.746, H12 1.156, H13 1.009
4 N 2.671 -0.671 -0.481  S7 1.493, H14 1.041
5 N 1.628 1.573 0.514  S7 1.666, H15 1.018
6 O 0.600 -1.059 1.021  C2 1.409, S7 1.665
7 S 1.435 -0.011 0.033  C3 1.746, N4 1.493, N5 1.666, O6 1.665
8 H -2.055 0.390 -0.177  C1 1.026
9 H -0.797 1.367 0.587  C1 1.095
10 H -1.181 -0.574 2.192  C2 1.193
11 H -1.319 -1.759 0.727  C2 1.109
12 H -0.239 -0.539 -1.767  C3 1.156
13 H 0.103 1.177 -1.374  C3 1.009
14 H 2.661 -1.703 -0.619  N4 1.041
15 H 2.536 1.834 0.890  N5 1.018

The SMILES is N=S1(=N)CCCO1. As for the spin multiplicity: 1. Its HOMO energy is -9.04 eV. The HOMO-LUMO gap comes out at 9.87 eV.

=====

Model 2:
Formula: C3H8N2OS
Source: OMol25
Level of theory: wB97M-V/def2-TZVPD

Each atom is followed by the atoms it is bonded to, with distances in Å.
Positions of all 15 atoms, in Å:
1 N 1.466 -0.895 0.683  C2 1.508, H8 1.011, H10 1.006
2 C 0.171 -0.234 0.282  N1 1.508, C3 1.553, C5 1.590, H11 1.107
3 C -0.091 1.146 0.944  C2 1.553, S4 1.860, H12 1.084, H13 1.135
4 S -1.368 1.241 2.293  C3 1.860, H9 1.356
5 C 0.242 0.089 -1.273  C2 1.590, N6 1.379, O7 1.200
6 N -0.670 -0.665 -1.980  C5 1.379, H14 1.014, H15 1.008
7 O 0.873 1.027 -1.676  C5 1.200
8 H 1.222 -1.875 0.739  N1 1.011
9 H -2.103 0.335 1.602  S4 1.356
10 H 2.253 -0.566 0.149  N1 1.006
11 H -0.697 -0.882 0.510  C2 1.107
12 H -0.305 2.024 0.345  C3 1.084
13 H 0.714 1.489 1.666  C3 1.135
14 H -1.344 -1.181 -1.426  N6 1.014
15 H -0.363 -1.054 -2.858  N6 1.008

The SMILES is NC(=O)[C@@H](N)CS. As for the spin multiplicity: 1. Its HOMO energy is -8.92 eV. The HOMO-LUMO gap comes out at 9.49 eV.

=====

Model 3:
Formula: C3H8N2OS
Source: OMol25
Level of theory: wB97M-V/def2-TZVPD

Each atom is followed by the atoms it is bonded to, with distances in Å.
Positions of all 15 atoms, in Å:
1 C -2.574 -0.932 -0.396  H4 1.066, H5 1.140, H6 1.077, N12 1.464
2 C -0.346 -0.295 0.132  C3 1.532, N12 1.262, N13 1.400
3 C 1.020 -0.707 0.687  C2 1.532, H7 1.077, H8 1.127, S15 1.826
4 H -2.429 -0.332 -1.265  C1 1.066
5 H -3.358 -0.602 0.364  C1 1.140
6 H -2.921 -1.870 -0.797  C1 1.077
7 H 1.109 -1.779 0.626  C3 1.077
8 H 1.076 -0.406 1.772  C3 1.127
9 H 2.142 -0.670 -1.436  S15 1.407
10 H 0.527 1.497 -0.305  N13 1.033
11 H -2.022 2.005 -0.247  O14 0.995
12 N -1.280 -1.134 0.260  C1 1.464, C2 1.262
13 N -0.389 1.021 -0.344  C2 1.400, H10 1.033, O14 1.401
14 O -1.261 1.848 0.374  H11 0.995, N13 1.401
15 S 2.441 -0.015 -0.228  C3 1.826, H9 1.407

The SMILES is C/N=C(/CS)NO. As for the spin multiplicity: 1. Its HOMO energy is -9.07 eV. The HOMO-LUMO gap comes out at 9.84 eV.

=====

Out of the structures above, which one is the most stable? Solution: model 2.